Entry a
# C2H8S4

A cluster of 2 separate species, C2H8S4 in total (wB97M-V/def2-TZVPD, the OMol25 dataset).

The geometry in XYZ format:
```
14
Properties=species:S:1:pos:R:3
C 2.791 -0.097 0.508
S 1.821 0.289 -0.977
S 1.247 -1.605 -1.529
H 3.308 0.806 0.834
H 2.106 -0.393 1.300
H 3.496 -0.888 0.294
H 0.002 -1.576 -1.044
C -2.568 -0.051 -0.521
S -2.973 1.168 0.757
S -1.195 1.196 1.796
H -2.107 -0.901 -0.040
H -3.492 -0.309 -1.026
H -1.923 0.412 -1.266
H -0.512 1.948 0.914
```

Output
LUMO energy: 0.4 eV
HOMO energy: -9.07 eV
Kohn-Sham gap: 9.46 eV
multiplicity: 1

---

Entry b
# C2H8S4

A cluster of 2 separate species, C2H8S4 in total (wB97M-V/def2-TZVPD, the OMol25 dataset).

The geometry in XYZ format:
```
14
Properties=species:S:1:pos:R:3
C -2.925 -0.506 -1.277
S -1.885 0.156 0.085
S -1.410 -0.648 2.013
H -2.279 -0.818 -2.089
H -3.591 -1.291 -0.919
H -3.571 0.335 -1.512
H -0.670 0.423 2.349
C 2.318 -0.927 0.486
S 2.662 0.660 -0.381
S 0.939 0.654 -1.596
H 2.908 -1.698 0.003
H 2.743 -0.770 1.476
H 1.250 -1.081 0.429
H 0.420 1.850 -1.285
```

Output
LUMO energy: -0.1 eV
HOMO energy: -7.91 eV
Kohn-Sham gap: 7.77 eV
multiplicity: 1

---

Preferred: entry a; penalty for the next structure: 1.554 eV.

---

Entry a
# CH5O2

A cluster of 2 separate species, CH5O2 in total (wB97M-V/def2-TZVPD, the OMol25 dataset).

The geometry in XYZ format:
```
8
Properties=species:S:1:pos:R:3
C 2.219 -2.474 -1.054
O 0.826 -2.401 -1.045
H 2.649 -2.549 -0.035
H 2.547 -3.367 -1.612
H 2.685 -1.595 -1.541
O -0.527 0.413 0.364
H -0.895 0.231 1.240
H 0.482 -1.485 -0.574
```

Output
LUMO energy: 4.2 eV
HOMO energy: -2.53 eV
Kohn-Sham gap: 6.69 eV
charge: -1
multiplicity: 1

---

Entry b
# CH5O2

A cluster of 2 separate species, CH5O2 in total (wB97M-V/def2-TZVPD, the OMol25 dataset).

The geometry in XYZ format:
```
8
Properties=species:S:1:pos:R:3
C -1.000 0.095 -1.550
O -0.199 -0.179 -0.388
H -0.596 0.388 -2.550
H -1.693 -0.669 -1.874
H -1.752 0.950 -1.352
H 1.876 0.527 1.589
H 0.711 -0.292 1.000
O 1.131 -0.005 1.949
```

Output
LUMO energy: 4.7 eV
HOMO energy: -2.64 eV
Kohn-Sham gap: 7.34 eV
charge: -1
multiplicity: 1

---

Entry c
# CH5O2

A cluster of 2 separate species, CH5O2 in total (wB97M-V/def2-TZVPD, the OMol25 dataset).

The geometry in XYZ format:
```
8
Properties=species:S:1:pos:R:3
C 0.882 -0.448 0.380
O 0.505 -0.423 -0.892
H 0.177 -1.125 0.973
H 1.816 -1.162 0.580
H 1.024 0.545 0.920
H -1.921 0.444 -0.238
H -0.785 0.924 -1.033
O -1.698 1.245 -0.691
```

Output
LUMO energy: 4.9 eV
HOMO energy: -2.37 eV
Kohn-Sham gap: 7.30 eV
charge: -1
multiplicity: 1

---

Preferred: entry c; penalty for the next structure: 0.255 eV.

---

Entry a
# C5H16NO

A cluster of 2 separate species, C5H16NO in total (wB97M-V/def2-TZVPD, the OMol25 dataset).

The geometry in XYZ format:
```
23
Properties=species:S:1:pos:R:3
C 0.763 0.434 0.463
C -0.266 -0.596 0.038
C -0.318 -1.553 1.250
C 0.182 -1.391 -1.197
C -1.018 -1.937 -1.966
N 0.635 1.726 -0.308
H 0.767 0.678 1.524
H 1.763 0.043 0.234
H -1.270 -0.166 -0.007
H -0.973 -2.394 1.004
H -0.830 -1.092 2.102
H 0.658 -1.964 1.477
H 0.766 -2.253 -0.859
H 0.867 -0.817 -1.828
H -1.773 -1.164 -2.138
H -1.490 -2.722 -1.378
H -0.767 -2.260 -2.967
H 0.777 1.502 -1.293
H 1.283 2.473 -0.038
H -0.268 2.181 -0.156
H -0.551 4.000 1.966
H 0.905 3.934 2.138
O 0.159 3.340 1.938
```

Output
LUMO energy: -3.4 eV
HOMO energy: -15.03 eV
Kohn-Sham gap: 11.65 eV
charge: +1
multiplicity: 1

---

Entry b
# C5H16NO

A cluster of 2 separate species, C5H16NO in total (wB97M-V/def2-TZVPD, the OMol25 dataset).

The geometry in XYZ format:
```
23
Properties=species:S:1:pos:R:3
C 0.667 1.705 -0.253
C 0.288 0.665 0.800
C 0.293 -0.844 0.564
C 1.332 -1.346 -0.413
C 0.462 -1.559 1.946
N -0.198 1.484 -1.485
H 1.691 1.548 -0.582
H 0.507 2.671 0.209
H -0.626 0.995 1.309
H 0.975 0.829 1.641
H -0.731 -1.146 0.308
H 1.164 -2.414 -0.566
H 2.394 -1.242 -0.203
H 1.135 -0.912 -1.405
H -0.530 -1.764 2.355
H 1.071 -2.456 1.918
H 0.880 -0.908 2.718
H -1.203 1.663 -1.334
H 0.193 1.963 -2.285
H -0.268 0.470 -1.601
H -2.892 -0.325 -0.683
H -3.766 0.601 -1.550
O -2.839 0.322 -1.407
```

Output
LUMO energy: -3.2 eV
HOMO energy: -15.02 eV
Kohn-Sham gap: 11.86 eV
charge: +1
multiplicity: 1

---

Preferred: entry a; penalty for the next structure: 0.250 eV.